Entry 1:
124
Properties=species:S:1:pos:R:3:mulliken_charge:R:1 method="wB97M-V/def2-TZVPD" multiplicity=1 fmax_ev_per_a=2.26 homo_lumo_gap_ha=0.371 relative_energy_kcal_mol=0.0
C -1.189 -4.043 -2.253 0.312
H 0.863 -3.363 -2.608 -0.500
O -2.633 -3.609 1.053 -0.307
C -4.377 -0.349 0.553 0.752
O -1.351 5.060 1.915 -0.300
H 1.456 0.653 0.442 -0.112
Cl -5.694 -1.124 -3.516 -0.202
C 3.028 -3.168 1.321 0.586
H 0.730 -5.109 -2.251 0.366
C -2.173 4.049 1.560 0.314
H 3.975 -5.191 1.497 0.257
H -2.685 -5.017 3.654 0.282
H -0.028 2.342 -5.530 0.302
H -2.191 6.427 3.166 0.268
O 0.289 -1.235 -2.993 -0.604
O -4.850 -1.176 1.619 -0.345
H 5.259 1.335 0.585 0.350
O 3.849 -1.952 -6.159 -0.368
O 0.041 -4.600 -4.087 -0.457
O 2.902 4.035 -3.810 -0.580
H -3.550 1.281 1.734 -0.468
H -1.647 2.162 3.301 -0.814
C 2.134 1.751 5.734 -0.516
C -1.980 -4.971 2.829 -0.356
C -0.564 0.456 -0.137 1.716
H 1.124 1.819 6.125 0.286
O 3.672 -3.235 -2.036 -0.509
H 1.998 -2.942 1.615 -0.315
C 6.106 -0.678 0.465 -0.339
O -0.854 -0.117 -1.434 0.130
C -3.246 0.112 -3.343 0.907
O 1.628 2.262 -3.308 -0.239
C 3.141 -4.671 1.027 -0.395
O -1.809 -3.543 -3.459 -0.295
O 5.228 -1.197 3.746 -0.560
H -3.652 -1.626 -4.531 0.427
H -4.957 -0.519 -0.358 0.063
O -1.441 -3.904 -5.647 -0.540
H 3.639 -2.790 2.137 0.050
H 2.248 -0.368 5.858 0.296
H -0.236 2.365 -2.493 -0.800
O -5.555 0.868 2.106 -0.447
H 2.955 0.550 -4.454 -0.056
H 4.112 0.037 0.024 -0.455
O 4.521 0.046 2.031 -0.142
C -3.434 5.931 1.420 -0.388
H 0.520 3.915 0.899 -0.879
H 0.033 0.924 -3.561 -0.503
C 1.263 5.421 -0.422 -0.632
H -3.712 -5.273 1.492 0.307
H -1.411 0.363 0.529 -0.994
H 2.165 5.513 -1.023 0.508
C -1.587 1.715 4.290 2.187
C -1.083 -4.000 -4.523 0.651
H 4.943 -0.268 -5.560 0.247
Cl 1.422 0.002 3.741 0.068
C 0.775 -0.163 0.221 0.616
H 2.831 1.955 6.546 0.422
C 0.245 -4.247 -2.707 0.620
H -1.727 -4.969 -2.043 0.337
H 2.231 -5.192 1.321 0.264
H 3.512 0.280 4.830 0.253
H -1.665 -0.433 4.814 0.182
O 1.194 -0.824 -0.968 0.150
C 2.570 -1.689 -6.506 0.597
H -3.440 0.507 -2.349 -0.175
H -0.577 1.505 4.625 -0.840
C 4.933 0.304 0.683 0.589
Cl -0.072 4.967 -1.522 -0.174
C 2.936 -0.529 -4.592 0.919
C 0.234 -0.743 -1.908 -0.428
Cl 2.384 2.971 -0.096 -0.022
C 2.479 0.416 5.136 -0.640
O -1.379 -3.667 2.872 -0.339
O -1.614 -1.735 1.744 -0.042
O -4.229 2.079 6.437 -0.541
O 2.011 -2.116 -7.460 -0.550
O 6.161 -1.420 1.714 -0.388
C 4.276 -1.021 -5.145 -0.294
O 1.973 -0.902 -5.562 -0.284
O 0.752 3.947 -4.493 -0.357
O -6.487 -0.902 3.148 -0.544
C 3.458 -3.488 -0.895 0.444
Cl -3.739 1.338 -4.532 -0.207
H -2.174 -0.029 -3.474 -0.380
H 2.765 -1.054 -3.653 -0.444
C -3.902 -1.231 -3.550 -0.203
H -3.582 -1.941 -2.794 -0.003
C -1.872 -2.890 1.896 0.428
C -5.715 -0.463 2.372 0.604
H -3.362 -0.681 0.334 -0.508
C -2.264 0.309 4.283 0.591
C 0.219 1.984 -3.409 1.546
Cl 2.315 3.075 4.549 -0.149
C -2.664 -4.984 1.454 -0.352
C 5.309 -0.877 2.602 0.542
H -0.408 1.514 -0.367 -0.503
H 0.853 -0.843 1.068 -0.645
H -1.591 7.088 1.611 0.258
C -3.417 1.689 5.671 0.556
H -3.420 6.267 0.378 0.268
C -2.113 6.266 2.090 -0.343
H 5.844 -1.384 -0.317 0.146
C -4.466 1.020 1.195 0.511
O 3.299 -2.554 0.067 0.198
O -1.829 2.911 1.447 0.020
O 3.289 -4.729 -0.393 -0.376
H -4.381 6.264 1.829 0.323
H 1.936 4.689 1.519 0.396
H 4.815 -1.616 -4.410 0.236
H -4.605 1.847 0.500 0.384
H -1.207 3.208 -4.428 0.388
O -2.287 2.374 5.335 -0.426
O -3.474 0.525 4.997 -0.412
C -0.191 2.862 -4.588 -0.253
H -1.210 -5.733 2.880 0.278
O -3.417 4.492 1.363 -0.296
H 0.990 6.352 0.064 0.397
C 1.842 3.497 -3.837 0.474
H -2.139 -5.581 0.711 0.202
H -1.299 -3.269 -1.496 -0.382
C 1.482 4.327 0.598 0.406
H 7.087 -0.230 0.346 0.305
H -2.439 -0.061 3.276 -0.570

Entry 2:
122
Properties=species:S:1:pos:R:3:mulliken_charge:R:1 method="wB97M-V/def2-TZVPD" smiles="CCCCCCc1ccc2nc(B(N)O)c(CCCCOC(C)=O)nc2c1S(=O)(=O)C(F)(F)C(F)(F)F.CCOC(C)=O.CCOC(C)=O.CCOC(C)=O.CCOC(C)=O" multiplicity=1 fmax_ev_per_a=8.63 homo_lumo_gap_ha=0.263
O 3.732 -0.083 1.800 -0.576
H 8.171 -2.581 7.573 0.333
H -2.016 4.580 -4.020 -0.115
H -1.193 -2.136 2.154 0.023
H -2.228 -9.220 -4.067 0.312
O 1.568 4.058 -3.618 -0.350
C -0.657 -4.363 2.683 -0.601
S 2.655 -0.743 2.694 0.947
H 4.099 3.993 0.750 0.347
H -2.149 5.572 -5.451 0.285
H 6.345 -0.094 7.473 0.326
C 7.473 -1.918 7.051 -0.677
H -5.204 6.560 -7.041 0.304
H 1.897 7.396 0.469 0.311
C 2.757 4.734 -0.951 -0.153
O 2.224 -2.061 1.941 -0.516
C -0.214 -4.553 1.116 -0.417
H -3.922 -8.939 -4.415 0.359
C -0.113 -2.090 4.163 -0.062
C -2.109 -5.094 -0.826 -0.905
H -4.316 4.768 -8.515 0.292
H -1.969 3.805 -5.626 0.225
O -4.377 3.608 -4.121 -0.587
H -2.051 -3.189 0.444 -0.422
O 9.691 1.646 8.263 -0.586
H 0.366 1.273 -2.702 0.375
H 1.593 4.917 -1.106 -0.017
H 2.444 2.022 -3.563 0.278
C -5.580 0.633 -1.011 -0.346
H -0.588 1.759 -4.318 0.292
O -0.957 6.647 0.635 -0.543
H -1.256 5.930 0.002 0.320
H -2.714 -4.519 -1.666 0.319
O -3.759 -1.605 1.106 -0.569
H -0.634 -3.354 -0.794 0.223
F 2.495 -0.849 5.517 -0.253
H -3.241 -0.095 -1.730 0.292
C -6.162 -0.087 -2.212 -0.954
H -6.339 1.295 -0.585 0.278
C 3.144 4.701 0.643 -0.779
H -0.007 -5.708 0.909 0.291
C 0.497 4.720 1.811 0.246
O -0.591 4.538 -2.626 -0.681
C -3.726 -6.306 -3.827 0.784
C -2.918 -8.526 -4.554 -0.434
H 3.342 5.554 -1.548 0.294
C 4.135 -2.542 4.533 0.571
C -0.331 2.068 -3.205 -0.777
O -3.601 -5.340 -3.075 -0.555
C 3.045 3.225 -1.611 -0.380
B 0.352 6.298 1.267 0.352
C -3.158 -0.984 -1.107 -0.624
H -3.196 -7.690 -6.540 0.268
C -2.540 -8.391 -6.017 -0.946
H -3.378 6.268 -8.700 0.343
C -1.539 0.321 4.075 -0.494
H -1.432 -5.940 -1.295 0.240
H 9.196 0.594 5.664 0.228
C -1.144 -2.852 3.091 -0.038
H 7.984 -1.567 6.151 0.209
H -2.453 -0.251 4.584 0.287
C 7.066 -0.766 7.949 -0.410
H 0.960 -2.557 4.172 -0.317
F 5.449 -2.647 3.819 -0.234
H -5.441 -0.775 -2.660 0.240
C 0.242 3.607 -3.166 0.718
H -4.653 -5.817 -5.677 0.277
H 7.467 0.858 6.021 0.118
H 4.197 2.934 -1.556 0.375
H 3.614 3.478 -3.813 0.323
H -3.378 -1.874 -1.702 0.079
C -0.150 -0.488 3.743 -0.257
H -5.764 -5.956 -4.289 0.323
C -0.399 2.740 2.874 0.439
F 3.251 -3.696 4.225 -0.176
H 3.460 5.730 1.101 0.293
C 1.124 0.298 2.996 0.291
C 0.963 1.902 2.573 0.114
O -2.777 -7.266 -3.869 -0.355
O 8.223 -0.041 8.410 -0.365
C -3.639 5.463 -8.007 -0.899
C -4.293 6.024 -6.759 -0.374
H 8.562 2.218 6.043 0.297
O -5.229 -0.302 0.027 -0.370
H 6.596 -2.498 6.748 0.150
O -4.705 4.964 -5.875 -0.378
C -3.905 4.376 -4.958 0.545
H -3.658 6.746 -6.238 0.370
H -1.374 2.030 -2.626 0.146
H 0.213 -4.700 3.426 0.275
C -1.630 1.897 3.632 -0.459
H -2.907 -5.545 -0.063 0.193
H 0.831 -4.019 0.916 0.070
H -7.028 -0.688 -1.915 0.318
C -4.886 -6.389 -4.776 -1.161
H 2.096 7.171 2.181 0.312
C 1.898 3.964 1.476 0.085
H -4.727 1.268 -1.273 0.315
H -2.596 -9.360 -6.520 0.352
H -2.244 -2.832 3.556 0.290
H -2.120 -1.024 -0.766 0.281
H 2.487 2.370 -0.995 0.091
N 1.415 7.367 1.416 -0.637
F 4.480 -2.676 5.998 -0.273
C 8.824 0.957 7.726 0.689
C 3.434 -1.070 4.369 0.657
N -0.710 4.167 2.520 -0.461
H -5.160 -7.408 -5.047 0.357
N 2.130 2.532 1.871 -0.213
C -4.054 -0.965 0.097 0.695
C -2.423 4.604 -5.035 -0.249
H -1.521 -8.003 -6.114 0.300
H 6.576 -1.162 8.843 0.334
C 8.484 1.153 6.277 -0.633
H -6.478 0.630 -2.976 0.354
C 2.642 3.139 -3.209 -0.516
H -0.567 -2.177 5.261 0.422
H -2.731 4.902 -7.770 0.251
H -1.567 -5.090 2.878 0.280
C -1.273 -3.954 0.016 0.536
H -2.654 2.471 3.845 0.288
F 4.512 -0.027 4.537 -0.307

Entry 3:
19
Properties=species:S:1:pos:R:3:lowdin_spin:R:1 method="wB97M-V/def2-TZVPD" multiplicity=3 s2=2.03 fmax_ev_per_a=3.30 homo_lumo_gap_ha="0.206 / 0.182" relative_energy_kcal_mol=27.3
H 3.672 2.238 2.555 0.000
C 3.193 2.119 1.555 0.042
Cl 3.336 -1.915 0.921 0.081
H -2.982 0.196 1.345 -0.004
H -0.607 1.076 1.071 0.009
Si 1.947 -0.476 0.965 0.339
C -0.100 -2.266 0.502 0.154
H -3.489 -2.091 0.458 0.009
O 2.819 0.717 1.465 0.117
H 3.994 2.372 0.883 0.003
C -2.190 -0.395 0.889 -0.013
H 2.269 2.651 1.212 0.030
H -1.773 -3.684 0.030 -0.002
H 0.558 -3.029 0.630 0.009
C -1.417 -2.680 0.378 0.003
C 0.210 -0.847 0.603 0.070
C -0.898 0.051 0.843 0.097
C -2.421 -1.763 0.537 0.142
Br 0.050 3.538 1.184 0.914